24
Properties=species:S:1:pos:R:3:nbo_charge:R:1 method="wB97M-V/def2-TZVPD" smiles="CNC(C)=O.CNC(C)=O" gap_ev=10.04 e_above_lowest_kcal_mol=39.8 charge=0 lumo_energy_ev=0.4571
C 0.91 1.68 -0.30 -0.727
C 1.97 0.71 -0.15 0.664
C 2.74 -1.62 -0.26 -0.424
C -3.01 -0.27 -1.42 -0.717
C -2.49 0.01 -0.03 0.674
C -0.65 -0.60 1.52 -0.442
H -0.06 1.24 -0.41 0.228
H 1.17 2.25 -1.22 0.248
H 0.89 2.33 0.63 0.250
H 0.65 -0.88 -0.51 0.383
H 3.62 -1.17 0.21 0.250
H 2.48 -2.56 0.32 0.193
H 2.95 -1.95 -1.29 0.193
H -2.39 -1.03 -1.94 0.203
H -3.18 0.64 -2.12 0.250
H -3.98 -0.77 -1.36 0.245
H -0.87 -1.09 -0.56 0.369
H -1.27 0.00 2.17 0.249
H -0.61 -1.73 1.76 0.197
H 0.43 -0.26 1.54 0.225
N 1.63 -0.64 -0.24 -0.643
N -1.23 -0.49 0.14 -0.638
O 3.12 1.07 0.07 -0.627
O -3.06 0.60 0.86 -0.604

8
Properties=species:S:1:pos:R:3:nbo_charge:R:1 method="wB97M-V/def2-TZVPD" gap_ev="5.61 / 5.63" e_above_lowest_kcal_mol=157.8 charge=0 lumo_energy_ev="-2.0729 / -2.0671"
C 1.67 -0.50 1.22 -0.019
C 0.99 0.29 0.56 -0.207
C -1.07 -0.87 -1.18 -0.411
C 0.00 0.99 0.02 -0.096
Br -0.71 2.57 0.47 0.262
H 1.93 -1.40 1.77 0.252
H -1.91 -0.60 -0.64 0.094
H -0.91 -0.48 -2.23 0.124

13
Properties=species:S:1:pos:R:3:nbo_charge:R:1 method="wB97M-V/def2-TZVPD" gap_ev=7.89 e_above_lowest_kcal_mol=66.2 charge=+1 lumo_energy_ev=-5.7884
C 1.51 -1.02 -1.75 0.162
N 0.44 -0.66 -1.20 -0.536
H 1.80 -0.89 -2.74 0.235
H 1.99 -1.98 -1.43 0.216
H 0.09 -1.18 -0.42 0.445
H 0.23 0.30 -1.29 0.459
C -1.44 0.10 1.67 -0.411
C -1.01 1.07 0.85 0.045
O 0.44 1.05 0.68 -0.805
H -0.90 -0.82 1.80 0.211
H -2.44 0.35 2.09 0.241
H -1.63 2.00 0.51 0.225
H 0.90 1.67 1.23 0.513

12
Properties=species:S:1:pos:R:3:mulliken_spin:R:1 method="wB97M-V/def2-TZVPD" gap_ev="2.49 / 7.03" e_above_lowest_kcal_mol=20.3 charge=-2 lumo_energy_ev="6.8861 / 6.8779" multiplicity=2
S -0.32 -0.62 -3.03 -0.006
H -0.05 -1.94 -3.02 -0.004
C 1.15 -0.15 0.54 1.571
N 0.08 0.71 0.06 -1.001
C -1.09 0.75 0.92 2.511
H 1.20 -0.26 1.61 -0.873
H 1.05 -1.16 0.14 0.003
H 2.10 0.17 0.08 0.157
H -0.04 0.43 -0.92 0.101
H -1.78 -0.08 0.69 -0.347
H -1.55 1.73 1.01 -1.017
H -0.75 0.42 1.92 -0.093

80
Properties=species:S:1:pos:R:3:mulliken_spin:R:1 method="wB97M-V/def2-TZVPD" gap_ev="4.39 / 4.27" e_above_lowest_kcal_mol=133.7 charge=+1 lumo_energy_ev="-5.4233 / -5.4956" multiplicity=2
Pd 0.03 2.06 0.77 -0.032
S 0.61 4.42 1.38 0.036
C -1.01 4.67 0.89 -0.005
N -1.80 3.64 0.86 0.009
C -3.08 3.96 0.53 -0.004
C -4.16 3.09 0.52 0.004
C -5.41 3.59 0.24 -0.002
C -5.60 4.95 -0.03 0.004
C -4.53 5.83 -0.04 -0.002
C -3.27 5.34 0.27 0.004
S -1.77 6.20 0.48 0.000
H -4.01 2.05 0.73 0.001
H -6.26 2.93 0.24 0.000
H -6.59 5.32 -0.22 0.000
H -4.69 6.87 -0.26 0.000
S 1.30 -5.03 -1.99 0.567
C 1.26 -3.88 -0.76 -0.102
S -0.23 -3.97 0.02 0.470
C 1.45 -0.92 0.16 -0.001
N 2.13 -1.98 0.39 0.013
N 2.27 -3.04 -0.44 -0.004
C 3.63 -3.36 -0.69 0.001
C 4.10 -4.66 -0.49 0.017
C 5.45 -4.93 -0.69 -0.003
C 6.31 -3.93 -1.09 0.003
C 5.84 -2.64 -1.29 0.004
C 4.50 -2.35 -1.08 -0.003
S 1.55 0.26 1.41 -0.007
H 3.44 -5.43 -0.15 0.003
H 5.83 -5.92 -0.51 -0.001
H 7.36 -4.13 -1.24 0.000
H 6.51 -1.85 -1.60 0.000
H 4.14 -1.34 -1.21 -0.002
O 1.69 2.54 -0.87 0.001
N 2.93 2.69 -0.56 0.000
C 3.76 1.63 -0.57 0.001
C 5.09 1.74 -0.23 0.000
C 5.60 2.99 0.11 0.000
C 4.74 4.08 0.09 0.000
C 3.42 3.91 -0.26 0.001
H 3.31 0.69 -0.85 -0.002
H 5.71 0.86 -0.23 0.000
H 6.64 3.10 0.38 0.000
H 5.09 5.07 0.33 0.000
H 2.71 4.72 -0.29 0.000
O -1.85 1.15 -0.40 -0.003
P -1.84 -0.28 0.03 -0.009
C -1.38 -0.40 1.81 0.013
C -1.45 0.78 2.58 -0.015
C -1.03 0.76 3.90 0.002
C -0.61 -0.42 4.48 0.003
C -0.59 -1.59 3.74 0.018
C -0.95 -1.57 2.40 0.049
C -3.46 -1.07 -0.10 0.004
C -3.69 -2.30 0.51 0.006
C -4.93 -2.89 0.41 0.001
C -5.95 -2.26 -0.28 0.000
C -5.72 -1.03 -0.89 0.000
C -4.48 -0.43 -0.81 0.000
C -0.70 -1.15 -1.07 0.008
C -1.20 -1.97 -2.05 -0.010
C -0.43 -2.39 -3.13 -0.007
C 0.89 -1.90 -3.26 0.004
C 1.43 -1.07 -2.34 -0.009
C 0.69 -0.60 -1.14 -0.007
H -1.93 1.67 2.17 0.000
H -1.08 1.66 4.50 0.000
H -0.29 -0.44 5.51 0.000
H -0.28 -2.52 4.20 0.001
H -0.87 -2.48 1.82 -0.005
H -2.90 -2.79 1.05 -0.014
H -5.11 -3.85 0.88 0.000
H -6.92 -2.72 -0.36 0.000
H -6.52 -0.54 -1.43 0.000
H -4.28 0.52 -1.28 0.000
H -2.23 -2.30 -1.97 0.004
H -0.85 -3.04 -3.88 0.001
H 1.48 -2.21 -4.11 0.002
H 2.42 -0.67 -2.50 -0.001
H 0.63 0.52 -1.16 -0.005

118
Properties=species:S:1:pos:R:3:mulliken_charge:R:1 method="wB97M-V/def2-TZVPD" gap_ev=6.08 e_above_lowest_kcal_mol=478.5 charge=0 lumo_energy_ev=0.2039
C -14.48 -1.62 -0.50 -0.984
O -13.22 -1.53 0.10 -0.100
H -15.06 -2.49 -0.21 0.113
H -14.50 -1.90 -1.56 0.439
H -15.10 -0.80 -0.24 0.365
H -12.66 -1.86 -0.58 0.173
C -7.08 -0.68 1.93 -0.963
O -8.27 -0.34 2.52 -0.678
H -6.41 -0.07 2.54 0.360
H -6.93 -0.54 0.87 0.439
H -6.78 -1.69 2.22 0.171
H -8.91 -0.37 1.77 -0.125
C -11.11 -6.14 6.05 -0.331
O -10.89 -4.90 6.63 -0.516
H -11.86 -6.79 6.54 0.274
H -10.24 -6.74 6.03 0.509
H -11.56 -6.05 5.02 -0.299
H -11.77 -4.51 6.89 0.034
C -11.79 -1.72 3.41 0.437
O -11.94 -2.85 4.27 2.501
H -12.76 -1.21 3.43 -0.057
H -11.51 -1.86 2.40 -0.265
H -11.05 -1.02 3.74 -0.512
H -12.53 -3.54 3.77 -0.917
C -12.54 0.42 6.99 -0.979
O -12.08 0.06 5.71 -0.208
H -11.74 0.69 7.65 0.437
H -13.00 -0.52 7.49 0.041
H -13.29 1.17 6.94 0.449
H -12.65 0.48 5.09 0.118
C -10.42 -1.76 6.93 0.067
O -11.43 -2.58 7.44 -0.633
N -9.92 -2.42 5.92 0.474
N -9.27 -2.05 7.47 -0.621
H -10.72 -2.60 5.20 0.047
H -9.42 -1.55 5.43 0.071
H -9.32 -1.70 8.50 0.353
H -8.76 -1.05 7.14 0.271
C -7.63 -0.18 5.74 0.201
O -6.63 -1.16 5.54 -0.658
N -7.97 0.07 6.99 -0.290
N -8.74 -0.17 5.05 -0.079
H -8.34 1.00 7.04 0.267
H -7.26 -0.14 7.73 0.341
H -9.34 0.67 5.11 0.309
H -8.59 -0.24 3.98 0.034
C -14.34 -2.97 7.14 -1.177
C -14.47 -4.40 7.41 -0.059
C -14.83 -5.10 6.13 -0.506
O -13.48 -4.94 7.88 -0.428
H -13.82 -2.50 7.93 0.398
H -15.30 -2.58 6.93 0.602
H -13.93 -2.76 6.14 -0.053
H -15.31 -4.56 8.06 0.645
H -14.98 -6.20 6.19 0.411
H -14.12 -4.88 5.34 -0.514
H -15.82 -4.63 5.91 0.359
H -13.71 -5.45 8.68 0.381
C -9.69 -5.54 3.15 -1.133
C -8.51 -4.96 3.88 -0.142
C -8.42 -3.50 3.46 -0.712
O -8.59 -5.04 5.15 -0.385
H -9.46 -5.78 2.13 0.245
H -10.66 -5.01 3.27 0.031
H -9.87 -6.52 3.56 0.697
H -7.60 -5.43 3.43 0.421
H -7.70 -2.96 4.05 0.486
H -9.39 -3.11 3.47 -0.357
H -8.12 -3.40 2.39 0.301
H -8.29 -5.95 5.26 0.500
C -11.33 -4.25 0.05 -0.324
C -9.82 -4.20 -0.26 1.245
C -9.54 -5.57 -0.91 -1.781
O -9.39 -3.20 -0.89 -0.490
H -11.59 -4.95 0.85 0.216
H -11.96 -4.51 -0.82 0.496
H -11.61 -3.25 0.47 -0.860
H -9.35 -4.20 0.79 -0.543
H -8.55 -5.71 -1.16 0.600
H -10.00 -5.50 -1.93 0.454
H -9.85 -6.54 -0.34 0.243
H -8.51 -3.40 -1.23 0.395
C -14.80 -5.01 1.42 -1.307
C -14.10 -4.18 2.45 1.178
C -15.10 -3.36 3.25 -0.988
O -13.32 -4.74 3.20 -0.581
H -15.20 -4.36 0.63 0.198
H -15.46 -5.72 1.84 0.514
H -14.01 -5.41 0.81 0.438
H -13.54 -3.42 1.81 -0.808
H -15.91 -3.96 3.71 0.418
H -15.67 -2.79 2.49 0.423
H -14.61 -2.77 4.00 -0.405
H -13.79 -5.53 3.47 0.377
C -15.01 0.16 2.22 -1.408
C -14.76 0.95 3.42 0.370
C -15.14 0.23 4.70 -1.376
O -13.64 1.35 3.63 -0.515
H -14.54 -0.81 2.30 0.083
H -14.54 0.62 1.41 0.566
H -16.06 -0.01 2.18 0.436
H -15.35 1.84 3.30 0.571
H -16.03 -0.30 4.63 0.520
H -15.10 0.75 5.62 0.449
H -14.50 -0.65 4.91 -0.012
H -13.38 1.95 2.98 0.420
C -11.13 0.80 0.99 -0.858
C -10.40 -0.08 0.11 0.744
C -9.08 0.55 -0.37 -2.023
O -10.00 -1.09 0.73 0.886
H -11.26 1.83 0.57 0.485
H -10.60 0.99 1.94 0.150
H -12.04 0.34 1.25 -0.307
H -11.04 -0.41 -0.73 0.676
H -8.51 -0.13 -0.98 0.323
H -8.52 1.11 0.40 0.364
H -9.53 1.22 -1.01 0.674
H -9.93 -1.80 0.13 -0.418